# 1
C31H47BINO4S2 | ωB97M-V/def2-TZVPD

Structure (XYZ):
```
87
Properties=species:S:1:pos:R:3:lowdin_charge:R:1
C -1.058 -1.241 5.059 -0.008
C -0.623 -0.988 3.743 -0.137
C -1.498 -0.562 2.564 -0.091
C -1.015 0.530 1.677 -0.174
O 0.243 1.073 2.030 -0.049
C -1.762 0.999 0.497 -0.055
C -1.242 2.129 -0.460 -0.180
C -0.527 3.333 0.268 -0.246
C 0.954 3.613 -0.213 -0.525
S 2.020 2.120 -0.375 0.685
C -3.065 0.346 0.162 -0.290
C -3.507 -0.730 1.049 -0.336
C -2.786 -1.208 2.235 -0.155
C -3.281 -2.377 3.146 -0.165
C -2.326 -3.643 2.992 -0.180
C -2.166 -4.121 1.483 -0.189
C -0.669 -4.339 1.020 -0.197
C 0.258 -3.076 1.199 -0.187
C 1.672 -3.242 0.457 -0.143
C 1.868 -2.116 -0.647 -0.218
O 1.459 -2.681 -1.918 -0.217
C 0.409 -1.893 -2.490 -0.156
S -5.069 -1.610 0.658 1.021
C -5.927 -0.407 -0.386 -0.367
C -7.396 -0.557 -0.502 -0.086
B -8.253 -1.710 0.184 -0.568
O -9.549 -1.372 0.692 0.096
O -7.819 -3.056 0.281 0.102
C -8.139 0.406 -1.347 -0.017
C -7.389 1.491 -2.001 -0.063
C -5.928 1.609 -1.865 -0.019
C -5.157 0.633 -1.056 -0.370
N -3.721 0.827 -1.032 -0.431
I -2.958 -0.143 -2.719 0.968
H -1.089 -2.325 5.379 0.070
H -1.328 -0.460 5.813 0.066
H 0.481 -1.092 3.536 0.117
H 0.068 1.571 2.853 0.119
H -0.580 1.607 -1.216 0.079
H -2.075 2.576 -1.077 0.101
H -0.562 3.250 1.390 0.100
H -1.111 4.275 0.037 0.112
H 1.428 4.257 0.588 0.076
H 1.015 4.240 -1.147 0.081
H 2.723 1.865 0.772 -0.119
H -3.362 -2.040 4.219 0.107
H -4.312 -2.746 2.881 0.082
H -1.340 -3.533 3.510 0.084
H -2.861 -4.485 3.528 0.111
H -2.698 -5.111 1.360 0.110
H -2.643 -3.419 0.744 0.093
H -0.666 -4.626 -0.063 0.113
H -0.255 -5.174 1.661 0.119
H 0.517 -2.996 2.293 0.090
H -0.188 -2.128 0.807 0.096
H 1.792 -4.244 -0.027 0.111
H 2.516 -3.096 1.197 0.106
H 1.333 -1.161 -0.399 0.097
H 2.959 -1.844 -0.777 0.120
H -0.105 -2.524 -3.267 0.092
H 0.802 -0.963 -2.987 0.091
H -0.328 -1.551 -1.705 0.033
H -9.359 -0.813 1.469 0.109
H -8.064 -3.327 1.186 0.111
H -9.246 0.328 -1.497 0.115
H -7.931 2.238 -2.635 0.098
H -5.428 2.456 -2.395 0.109
C 8.882 4.315 -1.433 -0.115
C 8.729 2.811 -1.625 -0.273
C 7.957 2.441 -2.892 -0.231
C 6.508 2.930 -2.936 -0.229
C 5.625 2.458 -1.779 -0.280
C 5.464 0.944 -1.727 -0.116
H 7.915 4.809 -1.320 0.065
H 9.465 4.524 -0.533 0.068
H 9.401 4.765 -2.283 0.074
H 8.250 2.375 -0.744 0.098
H 9.727 2.365 -1.684 0.103
H 7.980 1.353 -3.012 0.100
H 8.486 2.848 -3.761 0.108
H 6.060 2.600 -3.880 0.110
H 6.491 4.024 -2.966 0.100
H 4.635 2.908 -1.890 0.075
H 6.021 2.819 -0.824 0.100
H 5.023 0.568 -2.654 0.079
H 4.805 0.663 -0.902 0.045
H 6.421 0.440 -1.571 0.067
```

Output
Gap between HOMO and LUMO (eV): 6.48
HOMO energy (eV): -7.585

# 2
C31H47CoI2NP2 | ωB97M-V/def2-TZVPD

Structure (XYZ):
```
84
Properties=species:S:1:pos:R:3:lowdin_charge:R:1
Co -0.313 -0.258 -0.643 0.098
C 4.376 -1.218 0.378 -0.090
C 2.975 -0.642 0.577 -0.504
C 3.052 0.830 1.000 -0.102
P 1.900 -0.759 -0.913 1.097
C 2.472 -2.222 -1.877 -0.522
C 1.900 -2.234 -3.297 -0.104
C 2.221 -3.538 -1.143 -0.126
C 2.336 0.625 -1.964 -0.306
C 3.510 0.753 -2.702 -0.075
C 3.662 1.809 -3.583 -0.064
C 2.617 2.718 -3.735 -0.052
C 1.453 2.600 -2.997 -0.027
C 1.319 1.563 -2.073 -0.278
N 0.124 1.379 -1.320 -0.054
C -0.492 2.527 -0.745 -0.275
C 0.127 3.766 -0.601 -0.018
C -0.589 4.843 -0.102 -0.052
C -1.925 4.717 0.256 -0.064
C -2.530 3.474 0.161 -0.076
C -1.806 2.383 -0.304 -0.289
P -2.382 0.685 -0.394 1.065
C -3.488 0.757 -1.885 -0.508
C -4.586 -0.301 -1.990 -0.113
C -2.649 0.827 -3.161 -0.108
C -3.510 0.323 1.013 -0.500
C -3.561 -1.192 1.241 -0.122
C -3.139 1.051 2.300 -0.093
H 4.926 -1.127 1.316 0.091
H 4.933 -0.659 -0.377 0.078
H 4.374 -2.271 0.100 0.065
H 2.445 -1.201 1.349 0.082
H 3.628 1.405 0.274 0.080
H 3.556 0.904 1.964 0.081
H 2.064 1.281 1.101 0.065
H 3.553 -2.071 -1.951 0.097
H 0.814 -2.284 -3.290 0.002
H 2.262 -3.121 -3.822 0.091
H 2.199 -1.359 -3.871 0.072
H 1.165 -3.798 -1.171 -0.006
H 2.527 -3.509 -0.096 0.057
H 2.773 -4.341 -1.634 0.094
H 4.298 0.016 -2.608 0.109
H 4.567 1.912 -4.165 0.110
H 2.708 3.527 -4.448 0.114
H 0.652 3.313 -3.134 0.120
H 1.162 3.898 -0.883 0.116
H -0.094 5.800 0.003 0.114
H -2.481 5.570 0.618 0.111
H -3.566 3.355 0.451 0.112
H -3.975 1.729 -1.745 0.115
H -4.187 -1.276 -2.258 0.022
H -5.281 -0.006 -2.778 0.090
H -5.163 -0.408 -1.074 0.066
H -2.127 -0.117 -3.345 0.048
H -1.900 1.618 -3.115 0.066
H -3.294 1.015 -4.021 0.090
H -4.494 0.666 0.676 0.109
H -3.815 -1.743 0.334 0.036
H -4.316 -1.422 1.995 0.091
H -2.595 -1.548 1.599 0.043
H -2.091 0.894 2.540 0.043
H -3.743 0.652 3.118 0.091
H -3.318 2.122 2.246 0.064
I -1.615 -2.774 -1.710 1.026
C -1.508 -4.510 -0.463 -1.095
I -0.503 -4.263 1.368 0.911
H -1.008 -5.269 -1.051 -0.030
H -2.534 -4.784 -0.257 -0.033
C 0.272 -2.192 4.127 -0.098
C 0.347 -0.687 3.835 -0.605
C 1.747 -0.176 4.199 -0.046
C -0.690 0.038 4.698 -0.052
C 0.101 -0.462 2.388 -0.109
C -0.070 -0.395 1.191 -0.141
H 0.458 -2.372 5.187 0.093
H 1.027 -2.737 3.555 0.053
H -0.716 -2.588 3.883 0.043
H 1.928 -0.332 5.264 0.092
H 1.843 0.889 3.985 0.090
H 2.515 -0.714 3.641 0.075
H -0.453 -0.117 5.752 0.091
H -1.694 -0.347 4.515 0.079
H -0.687 1.111 4.503 0.091
```

Output
Gap between HOMO and LUMO (spin up / spin down) (eV): 6.59 / 6.60
Total charge: +1
HOMO energy (spin up / spin down) (eV): -10.403 / -10.398

# 3
C31H47N5O5ScSe2 | ωB97M-V/def2-TZVPD

Structure (XYZ):
```
91
Properties=species:S:1:pos:R:3:lowdin_charge:R:1
Sc 0.614 0.117 -0.327 1.055
C 3.616 0.577 -1.029 -0.088
N 3.029 -0.602 -0.346 -0.231
C 3.479 -1.763 -1.143 -0.207
C 3.222 -3.165 -0.595 -0.151
C 1.737 -3.569 -0.540 -0.218
N 0.919 -2.582 -1.198 0.013
C 0.070 -2.996 -2.051 -0.098
C -0.787 -2.153 -2.854 -0.149
C -1.798 -2.733 -3.629 -0.071
C -2.636 -1.965 -4.407 -0.126
C -2.455 -0.578 -4.432 -0.087
C -1.459 0.018 -3.695 0.005
C -0.595 -0.746 -2.881 -0.333
O 0.366 -0.180 -2.214 -0.144
C 3.601 -0.662 1.017 -0.196
C 2.709 -1.378 2.037 -0.158
C 1.777 -0.440 2.792 -0.284
N 0.623 0.000 1.997 -0.057
C -0.365 0.405 2.707 -0.151
C -1.620 0.974 2.287 -0.137
C -2.571 1.263 3.279 -0.068
C -3.790 1.821 2.978 -0.112
C -4.073 2.144 1.644 -0.088
C -3.156 1.898 0.654 -0.009
C -1.908 1.285 0.931 -0.324
O -1.091 1.033 -0.034 -0.138
H 4.707 0.473 -1.110 0.105
H 3.398 1.469 -0.446 0.047
H 3.199 0.684 -2.032 0.093
H 4.566 -1.671 -1.272 0.120
H 3.013 -1.680 -2.126 0.125
H 3.688 -3.283 0.385 0.100
H 3.745 -3.847 -1.270 0.110
H 1.411 -3.649 0.501 0.083
H 1.607 -4.565 -0.986 0.109
H -0.037 -4.079 -2.226 0.126
H -1.918 -3.812 -3.608 0.106
H -3.416 -2.428 -4.999 0.092
H -3.105 0.031 -5.050 0.102
H -1.296 1.090 -3.726 0.129
H 3.749 0.365 1.362 0.074
H 4.591 -1.138 0.970 0.124
H 3.345 -1.875 2.773 0.118
H 2.102 -2.139 1.545 0.077
H 2.335 0.446 3.105 0.007
H 1.422 -0.940 3.703 0.109
H -0.259 0.337 3.796 0.133
H -2.323 1.038 4.311 0.111
H -4.506 2.035 3.760 0.091
H -5.022 2.603 1.394 0.099
H -3.344 2.179 -0.375 0.120
O 0.961 6.176 -1.600 -0.112
C 1.693 5.751 -0.466 -0.249
C 2.120 4.276 -0.480 -0.552
C 0.853 3.445 -0.620 -0.261
O 1.129 2.127 -1.096 -0.259
C 2.890 4.014 0.850 -0.557
Se 2.157 2.684 2.112 0.549
C 3.088 4.022 -1.655 -0.567
Se 2.294 3.732 -3.452 0.411
H 1.306 5.704 -2.385 -0.024
H 1.055 5.933 0.407 0.127
H 2.603 6.357 -0.340 0.116
H 0.163 3.932 -1.309 0.116
H 0.375 3.354 0.354 0.063
H 1.330 2.263 -2.071 -0.030
H 2.980 4.940 1.421 0.031
H 3.905 3.685 0.633 0.033
H 3.687 3.136 -1.455 0.013
H 3.778 4.863 -1.749 0.053
C -4.573 -2.573 0.545 -0.053
N -3.383 -1.838 0.169 -0.100
C -3.502 -1.081 -1.066 -0.020
C -2.177 -1.982 0.769 -0.458
O -1.125 -1.607 0.259 0.008
N -2.193 -2.675 1.987 -0.139
C -3.000 -2.142 3.078 -0.061
C -0.904 -3.188 2.417 -0.044
H -5.006 -3.021 -0.353 0.090
H -5.323 -1.912 0.990 0.091
H -4.327 -3.365 1.245 0.082
H -4.357 -0.406 -0.993 0.097
H -3.654 -1.755 -1.914 0.084
H -2.601 -0.504 -1.235 0.071
H -3.777 -1.485 2.695 0.081
H -2.381 -1.557 3.766 0.081
H -3.460 -2.962 3.638 0.088
H -0.264 -2.412 2.853 0.075
H -0.394 -3.624 1.562 0.075
H -1.079 -3.967 3.161 0.092
```

Output
Gap between HOMO and LUMO (eV): 5.42
Total charge: -1
HOMO energy (eV): -3.392

# 4
C31H48B2ClINO12 | ωB97M-V/def2-TZVPD

Structure (XYZ):
```
96
Properties=species:S:1:pos:R:3:lowdin_charge:R:1
C 5.154 -0.378 1.636 0.024
C 4.239 0.631 1.519 -0.165
C 4.102 1.491 0.284 -0.115
C 2.728 1.416 -0.449 -0.152
B 3.086 2.142 -1.851 -0.631
O 3.177 1.401 -2.993 0.226
O 3.283 3.496 -1.907 0.045
C 4.645 3.958 -1.949 -0.026
C 2.296 -0.008 -0.740 -0.096
C 3.218 -1.132 -0.963 0.050
B 3.144 -1.779 -2.423 -0.619
O 3.994 -2.810 -2.658 0.211
O 2.262 -1.324 -3.390 0.148
N 0.999 -0.113 -0.796 0.060
C 0.286 -1.392 -1.042 -0.164
O 0.741 -2.431 -0.248 -0.109
C 0.698 -2.187 1.167 -0.229
C 0.723 -3.528 1.907 -0.040
C 0.371 1.187 -0.619 -0.564
I -1.429 1.056 0.690 1.107
C -0.200 1.887 -1.861 -0.189
C -0.707 0.969 -2.986 -0.168
C -2.149 0.475 -2.865 -0.227
C -3.200 1.576 -2.780 -0.203
C -4.612 0.957 -2.877 -0.160
C -5.025 0.194 -1.636 -0.158
O -5.860 1.016 -0.785 -0.028
C -5.584 0.819 0.531 -0.534
O -5.775 -0.223 1.085 0.144
C -5.069 1.995 1.263 -0.098
C -5.346 3.222 0.820 0.070
C 1.450 2.003 0.247 -0.718
Cl 1.218 1.462 1.905 0.755
O 1.163 3.314 -0.054 -0.119
C 1.093 4.300 0.985 -0.168
C 2.437 4.641 1.655 -0.172
C 2.487 4.454 3.169 -0.267
C 1.379 5.238 3.890 -0.095
H 4.809 -1.386 1.855 0.065
H 6.226 -0.206 1.590 0.073
H 3.630 0.840 2.389 0.066
H 4.370 2.529 0.492 0.107
H 4.861 1.123 -0.414 0.128
H 3.056 2.003 -3.740 0.145
H 4.688 4.860 -2.550 0.100
H 5.331 3.191 -2.307 0.101
H 4.956 4.227 -0.939 0.088
H 4.246 -0.817 -0.818 0.117
H 3.030 -1.940 -0.256 0.141
H 4.018 -3.052 -3.591 0.122
H 2.733 -1.137 -4.210 0.123
H 0.463 -1.673 -2.076 0.133
H -0.780 -1.234 -0.891 0.093
H 1.573 -1.606 1.468 0.099
H -0.230 -1.674 1.414 0.079
H -0.082 -3.509 2.633 0.051
H 1.652 -3.649 2.459 0.077
H 0.524 -4.338 1.212 0.083
H -1.031 2.496 -1.530 0.067
H 0.522 2.581 -2.296 0.121
H -0.044 0.121 -3.160 0.093
H -0.660 1.553 -3.907 0.123
H -2.297 -0.223 -2.041 0.066
H -2.363 -0.091 -3.776 0.122
H -3.107 2.276 -3.611 0.121
H -3.169 2.093 -1.818 0.084
H -5.340 1.715 -3.158 0.122
H -4.582 0.234 -3.696 0.113
H -5.610 -0.679 -1.926 0.130
H -4.181 -0.177 -1.056 0.102
H -4.491 1.827 2.160 0.098
H -5.631 3.365 -0.213 0.074
H -5.318 4.068 1.492 0.070
H 0.756 5.195 0.467 0.134
H 0.302 4.082 1.702 0.102
H 3.210 4.086 1.124 0.091
H 2.643 5.695 1.466 0.118
H 2.524 3.413 3.485 0.075
H 3.429 4.900 3.499 0.107
H 1.724 5.508 4.886 0.074
H 1.213 6.184 3.373 0.080
H 0.460 4.660 3.945 0.069
C -3.605 -7.725 2.879 0.080
C -2.981 -6.599 3.251 -0.232
C -2.449 -5.612 2.243 -0.300
O -1.908 -4.604 2.668 0.071
C -2.600 -5.909 0.836 0.071
C -3.221 -7.037 0.461 -0.233
C -3.777 -8.015 1.468 -0.310
O -4.339 -9.001 1.035 0.119
O -3.399 -7.383 -0.803 0.124
O -2.784 -6.264 4.518 0.123
H -3.992 -8.438 3.593 0.139
H -2.201 -5.202 0.122 0.131
H -3.876 -8.236 -0.787 0.125
H -2.318 -5.407 4.507 0.120
```

Output
Gap between HOMO and LUMO (eV): 7.81
Total charge: +1
HOMO energy (eV): -11.022

What is the formula in the first record? C31H47BINO4S2

What is the formula in the third record? C31H47N5O5ScSe2